## w
Here is 13 unconnected molecules or ions with the total composition C44H100B5F20N12O4 from OMol25. Energies are from wB97M-V/def2-TZVPD.

Properties
Gap between HOMO and LUMO (eV): 7.95
Charge: +3
Highest occupied orbital energy (eV): -14.391

Each line ends with the Mulliken charge.
Positions of all 185 atoms, in Å:
F -2.06851 1.88936 2.88425  -0.1298
H 10.99736 1.62344 0.47888  0.3111
F 1.32943 -4.59452 -0.16258  0.0806
C 8.40848 1.03599 0.38210  0.0404
H -1.86877 -0.36817 1.20137  -0.2367
H -2.18195 2.63878 0.79019  -0.4620
H 3.60141 2.07480 -2.82712  0.2997
C -0.09263 -4.34119 -3.09240  -1.0477
C -0.49582 2.37026 -4.74146  -0.9491
C -2.89205 1.90826 -4.27683  -0.1454
H -0.28613 -3.59366 -2.32901  0.0600
B 4.41527 -2.09577 2.19330  0.2581
H -2.14945 4.37911 0.98810  0.3860
N -3.22572 -3.71626 4.61019  0.2403
H 1.05354 0.97504 -0.33169  -0.2878
O -4.95877 2.19325 -5.53449  -0.5729
C 5.12335 0.12753 -0.49318  -0.5994
H -0.38048 1.28815 -4.65866  0.4688
F -4.95137 0.45758 -3.22516  -0.1681
O -1.70120 -4.34156 -0.64816  0.3342
F -4.28312 1.13540 2.77850  -0.3646
C 2.05461 4.15927 -3.16528  -0.8767
C 1.62077 1.50687 4.95798  -0.7761
H 2.16665 -1.26914 0.50625  -0.9410
H -4.71259 -1.71184 3.01513  0.0973
H 4.95456 4.67021 -1.52895  0.3851
H 11.53739 -0.12968 0.63425  0.3329
H -4.38552 3.54029 -4.13144  0.4806
H -2.50609 -3.18956 -3.13061  0.3627
C 1.41358 0.58028 6.88254  -0.2546
C -2.78829 -2.90323 8.12607  -0.7901
H -6.61925 4.48372 -2.75512  0.1591
H -1.93279 0.73109 6.73085  0.2887
H -1.71645 3.52800 -0.57536  0.2213
H 11.19169 0.72578 -0.86934  0.3603
C 5.93799 0.74035 0.63472  -0.3669
H -1.66925 4.10535 -6.57418  0.4792
C -2.80548 -2.87050 5.59700  -0.2636
F -3.79732 -1.41213 -2.67649  -0.3027
C -4.31970 2.46240 -4.32195  -1.2424
N -5.72649 4.12830 -0.92720  0.3286
C 3.72373 0.44670 5.88489  -0.4179
H 0.10569 0.61081 2.43733  0.2840
B -5.01405 -0.74139 -2.44991  -0.0821
H 4.05652 0.37317 -0.40772  -0.5016
C -1.14442 -5.93940 -4.65495  -0.9665
H -0.49987 1.41987 -1.98405  -1.4538
H 2.14459 1.91349 4.10808  0.5054
H -4.37590 1.55914 0.54230  0.6603
N 2.27264 0.71215 5.84381  0.4108
H -2.08839 -6.44168 -4.85734  0.4861
C -1.01158 0.77635 7.30392  -0.8438
C -2.38367 3.58340 0.28545  -0.2629
F 3.80356 -0.79165 2.29667  -0.4821
H -1.08192 -1.83200 1.86680  0.7087
F 5.31214 -2.39026 3.23420  -0.3229
C -2.22838 3.89356 -5.66034  -1.0830
B 3.43210 -2.15623 -2.73400  0.0259
H -6.42566 5.89200 -1.66757  0.4337
H 1.83804 4.05767 -4.22365  0.6142
F -5.26316 -0.64385 -1.06099  -0.3349
F 3.34870 -3.00210 2.13536  -0.1626
F -6.09464 -1.45451 -2.97446  -0.3416
H -4.10200 -5.71308 4.70826  0.4263
O 2.12805 3.21549 -0.42617  -0.2411
H -8.52842 3.74943 -1.57613  0.3642
H 4.04736 2.57695 -0.62799  -0.3486
F 5.12372 -2.17285 0.97792  -0.0740
H 6.87238 -1.74170 0.63397  0.9540
C 1.16355 -1.61791 0.25749  1.0283
H 1.71947 0.19120 7.84065  0.4551
N -3.78265 3.52808 -0.07848  0.5395
C -3.61031 -4.90451 5.22364  -0.4499
H 3.77484 3.93372 0.55583  0.4911
H -5.57828 -3.33257 3.13632  0.4587
H 5.27928 0.67606 -1.42850  0.4566
F 2.67701 -3.22552 -3.32448  -0.2910
H 3.53288 -1.52443 6.60176  0.4411
H -3.40439 -4.56295 -3.91961  0.4580
H -3.29647 -4.38552 2.74198  0.4603
C -2.58499 -5.27977 -1.23291  -0.7863
H -0.64669 -0.40120 -2.05967  0.4242
H -1.87750 4.53356 -4.85807  0.2806
H -3.24946 3.91756 -6.03256  0.3919
H 5.54676 0.33725 1.56974  -0.2572
N -1.38995 -5.03944 -3.47662  0.6216
F 3.13395 -0.85740 -3.08838  -0.2377
H -1.73929 -2.88493 8.41643  0.2507
F -0.10451 -5.92618 1.02975  -0.5024
C -2.06430 1.64005 -6.61847  -0.8108
F 2.13033 -6.20808 1.19405  -0.3079
H -8.83784 5.43307 -1.53015  0.4096
H 4.16737 0.96769 5.03310  0.2219
H 0.93903 -1.04544 2.57893  0.4377
H -2.64793 0.20193 -1.87709  -0.7938
H 3.98009 2.72536 -4.35339  0.4149
F 3.46897 -2.38894 -1.33654  -0.1958
H -0.94630 -6.34202 -1.72124  0.3915
H -2.85632 0.83300 -4.42598  0.6555
H -2.78930 -5.99844 -0.43517  0.4970
C -2.46036 -4.02583 -3.81925  -1.1640
H -0.41343 1.41757 0.44456  0.0787
H 0.55570 -5.12569 -2.71556  0.4356
C 4.04429 5.29912 -3.76287  -0.8325
H 1.15431 -1.77953 -0.81670  -0.0185
N 3.52363 4.20591 -2.83895  0.3025
H 1.66970 0.40387 1.69266  0.2456
H -1.21506 1.86025 -7.26274  0.3493
B -3.09808 1.17876 3.51652  0.2163
H 0.26456 2.74742 -5.41795  0.4370
H -2.35857 -6.82098 -2.70751  0.4492
C 7.69381 -1.04394 0.50595  -0.5338
H -2.91697 2.05708 -7.15342  0.4039
F 4.71813 -2.42684 -3.19025  -0.3588
H 0.32701 -3.76086 -3.91282  0.4428
H -6.71151 2.25596 -0.59855  0.5253
H -3.21723 -1.91041 8.02881  0.3638
H 3.28902 6.08141 -3.77802  0.3995
C 0.77882 -0.13417 2.00866  -1.2407
C 0.03518 0.62825 -0.16007  -0.4964
N 0.13542 -0.60879 0.74346  1.2682
H 5.04782 -1.30998 5.90157  0.3898
H -0.53500 2.76132 -3.72965  0.1709
H -4.85500 1.95851 -3.50770  0.7743
H 3.33255 5.55178 -1.22398  0.3319
H -3.26502 -3.57133 8.83683  0.3314
H -1.62019 -1.90593 0.23290  -0.1719
H -0.89920 -0.14904 7.87185  0.2953
H 1.10892 -2.53029 0.85577  -0.0125
H -3.88345 -5.34539 7.39162  0.3843
N -2.94556 -3.50488 6.76180  0.1795
H 5.02259 5.57094 -3.37734  0.3971
H 8.53265 2.10393 0.31736  0.3821
H 3.57143 -1.59721 4.93502  0.2225
C 4.00973 -1.02079 5.74829  -1.1631
H -0.59034 2.04634 4.82444  0.9192
H 5.07803 -0.95985 -0.57296  0.7573
C -6.71765 4.84227 -1.73023  -0.1638
H 5.16989 2.60884 -3.02927  0.3478
C -4.62763 2.50245 0.08212  -0.2058
H -2.54661 2.43491 -3.38660  -0.3550
C -5.80692 2.83234 -0.49814  -1.1460
C 0.29692 1.61225 5.25738  -0.8479
H -4.08946 5.56589 -0.78166  0.4313
C -1.22992 -1.21704 0.97975  -0.9097
C -4.47295 4.57008 -0.64140  -0.3438
H 4.11196 4.95263 -4.79190  0.3638
H -2.52315 -1.83637 5.47491  0.4805
C -4.72211 -2.76980 2.76022  -1.0615
C -8.11807 4.68800 -1.19975  -1.3570
F -2.64746 -0.16475 3.56050  0.0261
H -0.32206 -6.61134 -4.42634  0.3263
H 1.65031 5.06102 -2.70468  0.4477
C 3.87595 4.62464 -1.39068  -0.6912
O -2.14763 0.60662 -1.16079  1.1842
H -0.91606 -5.35151 -5.54257  0.3246
H 1.54534 3.35972 -2.62809  -0.1231
N 9.48937 0.21393 0.22144  0.1324
H -3.50399 -4.83630 -1.61466  0.3232
H -2.52232 -2.87402 2.93413  -0.0649
H -5.75244 2.72778 -5.62820  0.3763
C 4.15280 2.89817 -3.29326  -0.9359
H 5.93745 1.82614 0.55671  0.4541
C 3.50931 3.49518 -0.40934  0.0728
H 4.15194 0.96742 6.74055  0.4237
N 7.34573 0.29430 0.55601  0.3934
C -1.77543 -5.98125 -2.32967  -0.7562
B 1.12853 -5.24713 1.03735  0.1387
F 1.08911 -4.36021 2.15128  -0.3834
H -2.26477 0.59090 -6.42393  0.2779
C -3.44730 -3.39481 3.17787  0.1944
N 0.19385 0.95483 6.49038  0.2641
C 9.02295 -1.11158 0.24185  -1.0371
H -8.02133 4.68862 -0.11415  0.3493
H 9.67321 -1.94108 0.02285  0.4637
H -4.82892 -2.93047 1.68596  0.3176
H -0.99358 1.50838 8.11126  0.3509
C -0.74508 0.49405 -1.44740  1.4925
C 10.86811 0.58577 0.16829  -0.8320
C -3.59782 -4.70270 6.57689  -0.3425
H 1.63141 3.94934 -0.04865  0.2669
H -2.36066 -3.65550 -4.84063  0.3407
N -1.92061 2.43517 -5.33972  0.6121
H -1.14173 -4.82357 -0.01280  -0.0562
F -3.35392 1.64664 4.80399  -0.3295

---

## x
Here is 13 unconnected molecules or ions with the total composition C44H100B5F20N12O4 from OMol25. Energies are from wB97M-V/def2-TZVPD.

Properties
Gap between HOMO and LUMO (eV): 8.82
Charge: +3
Highest occupied orbital energy (eV): -14.330

Each line ends with the Mulliken charge.
Positions of all 185 atoms, in Å:
H 5.13377 12.06574 -5.75756  0.3355
N 7.34604 8.86017 0.04299  0.9853
H 6.61255 5.82568 -5.81488  0.3355
C 15.52485 8.06946 -0.03047  -0.9690
H -0.74781 9.85199 2.31437  0.4934
H 3.57190 8.50077 9.32561  0.3955
C 12.52767 11.65357 -7.25926  -0.3009
B 9.38174 13.25713 -2.10663  0.1222
H -0.97659 6.96450 -2.86198  0.4038
H 7.98832 7.04657 0.96189  0.4950
H 6.76310 11.13823 6.06316  0.0909
H 6.15011 7.72899 -3.05886  0.8779
H 13.93814 6.26488 -1.31718  0.3067
H 8.76524 8.28768 7.77895  0.4444
O 7.10163 10.32267 7.94525  -0.5415
O 10.17698 11.77845 -7.76614  -0.3876
C 8.19747 8.02439 6.89327  -1.0335
H -0.40020 8.60211 -4.80311  0.4973
C -1.91789 11.35678 -0.26944  -0.6271
H 11.67603 11.86494 -9.20193  0.4407
C -3.41731 10.43547 1.54967  -0.7971
H 13.50409 11.85390 -7.71251  0.4227
H 4.17824 8.04801 0.95368  -0.1486
H 7.74957 9.12593 3.75515  0.2982
H -3.65380 9.38882 1.36935  0.3447
H 6.36808 12.38359 -4.49263  0.1830
H 10.03265 10.89019 -8.10359  0.3100
H 5.52051 6.99035 0.28801  0.5504
H 6.52739 9.09945 5.13529  -0.2643
H 13.39188 10.53015 -5.14277  0.3526
C 6.30389 8.27126 -3.97654  -0.6527
C 1.39841 10.08601 0.41573  0.4266
N 8.55864 8.88633 5.71284  0.5135
C 5.03012 7.96245 0.28022  -1.0701
C 7.88038 9.69152 -0.85331  -1.0946
F 3.69684 11.30837 -3.63545  -0.3433
H 16.26485 8.06398 -3.33721  0.3326
C 4.61275 6.66146 5.66917  -0.3494
H 5.15698 5.98011 -4.68491  0.3337
H 5.69868 10.00207 0.57710  0.5279
F 8.89812 12.63114 -3.27743  -0.1225
H 1.81885 8.08224 2.93839  -0.1060
H 9.72645 7.24399 4.92877  0.3376
C 6.31629 8.70976 -6.13944  -0.3383
H 14.71948 6.51969 -2.87952  0.4031
C 2.20078 11.11724 1.17589  -1.1013
C 7.45689 8.72046 4.71769  -0.7527
N 15.24421 7.97092 -1.49749  0.1105
H 6.26032 8.58755 -7.20754  0.4923
F 6.23016 6.58889 2.62899  0.1281
H 7.32612 7.63798 4.65794  0.4745
H 6.90422 10.36829 -3.48351  0.7586
C 7.02572 11.12101 -6.10878  -0.2870
F 13.57884 9.57595 2.01745  -0.3657
N 6.07795 7.74077 -5.23263  0.2309
H 13.89897 8.59017 -2.98855  0.4222
F 5.97046 4.22814 2.72596  -0.3212
C 13.17831 13.76299 -6.05396  -0.8690
H 10.62220 12.93380 -5.69684  0.4239
H 1.45318 10.25693 -5.52633  0.5246
C 6.08670 8.99485 0.73404  1.1041
N 4.50608 7.80645 7.58928  0.2894
H 5.07486 6.34103 -6.42790  0.3824
F 11.40646 9.00884 2.55778  -0.2000
C 1.65881 9.22317 -5.24092  -0.0770
F 10.78772 13.06327 -1.97771  -0.3607
H 7.47836 10.64153 -1.18417  0.8450
C 9.83995 8.30333 5.13378  -1.1041
C 14.08570 10.23309 -1.42315  -0.0545
H 1.68503 9.93647 -0.62415  -0.4470
H 7.11791 8.06944 6.98087  0.3840
N 12.62942 12.35688 -5.92042  0.1151
F 7.95560 5.18872 2.24846  -0.4158
H 14.61843 7.88780 0.54841  0.4102
H 3.27583 10.98288 1.09412  0.1983
H 3.70054 9.59945 6.70532  0.5181
H 4.70927 5.92901 4.88423  0.6591
C 0.59240 8.64265 -4.35265  -0.4984
H 9.75205 9.63462 -3.23012  0.2166
H 0.38385 9.35148 -3.54662  0.2323
H 8.10195 11.19671 -5.95672  0.1727
H 2.64476 9.28145 -4.77240  -0.1133
F 5.29947 12.18444 -2.30190  -0.2672
B 6.78604 5.33228 3.00606  0.2154
H 1.35339 8.05825 4.66160  0.4325
H 1.59601 6.20068 -5.41458  0.2858
H 13.49506 14.07379 -5.06449  0.3737
H 6.23135 8.92384 1.80851  -1.6228
C -0.60106 11.27779 -0.58953  -0.5209
H 1.81503 11.18614 2.19714  0.4284
C 14.06319 8.81971 -1.93586  -0.4405
H 10.98354 9.34411 -2.05709  -0.3738
H 8.97872 10.87240 5.22206  0.3233
H 15.93999 9.03431 0.25358  0.4159
H -2.67808 11.93185 -0.77181  0.4434
H 9.68587 10.27534 6.75869  0.4696
F 6.44517 13.14541 3.73914  -0.2974
F 4.49282 9.98595 -2.00504  0.0023
H 2.21738 6.67096 3.87303  0.3976
N 9.06605 9.19041 -1.28578  0.8470
H 6.85076 10.92972 -7.16977  0.3503
C 11.45331 12.21852 -8.18871  -0.8861
H 15.69493 5.88773 -1.52000  0.4027
C -0.90233 10.30243 1.34831  -0.2561
C 3.46074 8.39384 4.20764  0.1837
N 4.06118 7.90356 5.44770  0.6170
H 17.30592 7.64478 -1.83563  0.3765
H 16.27092 7.33037 0.25928  0.4246
C 0.06624 7.06761 -2.56680  -0.8663
H 5.31445 5.83282 7.57362  0.4594
H 12.45495 14.38733 -6.56610  0.3663
H 1.99187 12.11963 0.79638  0.3684
C 9.33943 8.11275 -0.46997  -0.7195
H 3.04703 7.24286 -4.03391  0.2732
C 13.65493 11.58449 -5.11899  -1.2767
C 2.10769 7.75325 3.93888  -0.8389
F 12.09835 8.94286 0.37703  0.0493
O 15.03942 11.01524 -2.13287  -0.5702
C 4.81969 6.60367 7.00388  -0.8387
C 11.34028 12.38095 -5.10352  -1.2611
C 6.70847 9.55012 -4.16124  -1.0342
F 9.18256 14.63439 -2.19410  -0.3133
H 14.61571 11.66051 -5.62975  0.4420
H 7.75965 12.05598 7.03148  0.5383
H 6.37198 10.84336 8.29495  0.3393
F 12.88253 7.38476 1.85004  -0.4287
C 0.73689 6.20654 -4.74905  -0.7495
F 8.71030 12.73231 -0.98667  -0.2117
H 1.44599 9.14162 0.95917  0.0642
B 4.17557 11.34551 -2.30654  0.2362
F 7.07666 11.17586 2.77312  -0.3562
H 13.19369 8.38961 -1.42484  0.0888
C 4.04204 8.58341 6.59324  -0.3666
H 3.38220 9.47981 4.24313  0.3920
H 4.66633 8.17810 -0.72458  0.1207
C 6.18637 12.26135 -5.56053  -1.1024
H 13.75911 12.03208 -4.13510  0.5337
H 2.14300 9.12200 -7.10280  0.3460
B 5.96802 11.96163 3.20186  0.3469
H 4.14981 8.15141 3.39710  -0.5573
H 0.25452 7.82787 -1.81355  0.2723
F 5.17558 12.09135 2.03672  -0.2340
F 7.04206 5.26949 4.39405  -0.3619
H 0.30343 6.09891 -2.12480  0.3959
H 4.73308 7.24333 9.57729  0.3247
H 10.00973 8.85411 4.20879  0.6134
H 14.25139 10.19811 -0.34693  0.6532
H -4.22376 11.03468 1.13699  0.3252
N 6.62835 9.82877 -5.48696  0.3118
N 0.95619 7.30339 -3.74450  0.1324
H 2.43956 8.29025 -2.65040  0.3864
H -3.31827 10.66997 2.60617  0.3293
H 11.61154 12.85932 -4.16444  0.5747
H 11.49865 13.29967 -8.31979  0.2986
N -2.12933 10.67457 0.89455  0.1517
H 8.42479 6.98546 6.65049  0.3105
N -0.01153 10.49779 0.37630  0.4185
H 5.22267 8.97683 9.15549  0.2276
C 5.70551 6.35981 -5.53945  -0.9433
C 7.58044 11.00576 6.78302  -0.3271
H 14.05771 13.64464 -6.68602  0.4061
H 16.80555 9.23834 -2.07762  0.3288
H 10.08161 10.88579 -2.03925  0.2187
C 4.54781 8.13904 8.99357  -0.8299
O 1.78177 8.48760 -6.47563  -0.5575
C 14.87217 6.53697 -1.80132  -0.8756
H 0.81502 5.25681 -4.21813  0.3844
H -0.24579 6.35653 -5.17826  0.3599
H 10.63379 8.52280 5.84242  0.3961
H 12.52603 10.57743 -7.10392  0.4104
H 10.26581 7.58526 -0.61681  0.5554
C 2.35923 7.35670 -3.19865  -1.2726
H 2.55501 6.47030 -2.59593  0.5691
C 8.24680 7.81466 0.24552  -0.8395
H 15.67435 11.46343 -1.56731  0.3446
F 3.26569 11.85155 -1.38429  -0.1750
C 8.79139 10.32124 6.14388  -0.5864
F 5.19905 11.25916 4.16327  -0.3814
H 11.01767 11.36072 -4.91643  0.4052
H -0.01757 11.63295 -1.42303  0.6481
B 12.49462 8.72917 1.73447  -0.2263
H 13.10252 10.66466 -1.63253  -0.1760
C 10.00990 9.81541 -2.18177  0.0048
C 16.50005 8.21557 -2.29141  -0.7738
H 6.43816 13.21095 -6.02958  0.4649

---

Preferred: x; penalty for the next structure: 4.590 eV.